No. 1
Below is a molecular structure, C5H7N, with properties calculated with the ωB97M-V functional and the def2-TZVPD basis.

- Electronic energy: -6784.302 eV
- LUMO level: 0.9 eV
- Energy above the lowest of the compared OMol25 structures with the same formula, charge and spin: 4.2110 eV
- HOMO-LUMO gap: 8.6 eV

Structure (XYZ):
```
13
Properties=species:S:1:pos:R:3:nbo_charge:R:1
C 1.93 0.07 -0.13 -0.62
C 0.53 0.26 -0.28 0.02
C -0.07 -1.02 -0.04 -0.29
N -1.40 -0.72 0.38 -0.54
C -1.62 0.61 0.19 0.03
C -0.49 1.25 -0.28 -0.34
H 1.26 -1.34 0.26 0.25
H 2.66 0.64 -0.71 0.20
H 2.26 -0.09 0.89 0.22
H -0.04 -1.73 -0.87 0.23
H -2.13 -1.40 0.52 0.41
H -2.56 1.05 0.48 0.21
H -0.39 2.32 -0.40 0.23
```

***

No. 2
Below is a molecular structure, C18H28O4S2, with properties calculated with the ωB97M-V functional and the def2-TZVPD basis.

- Electronic energy: -48964.944 eV
- LUMO level: 0.3 eV
- Energy above the lowest of the compared OMol25 structures with the same formula, charge and spin: 15.2390 eV
- HOMO-LUMO gap: 8.4 eV

Structure (XYZ):
```
52
Properties=species:S:1:pos:R:3:nbo_charge:R:1
C 4.66 1.72 -3.07 -0.59
C 3.36 2.54 -2.47 -0.37
C 3.20 2.38 -1.01 -0.43
C 1.97 3.00 -0.53 -0.64
H 1.95 3.36 0.55 0.24
H 1.82 3.93 -1.07 0.27
S 0.97 1.71 -1.00 1.19
O -0.63 2.44 -1.21 -0.98
C 0.65 0.95 0.54 -0.60
C -0.35 -0.18 0.67 0.13
C 0.18 -1.72 0.09 -0.62
H 0.90 -1.87 0.81 0.23
H -0.59 -2.11 0.26 0.20
S 1.08 -1.76 -1.41 1.27
O 2.03 -0.50 -1.42 -1.01
C -0.17 -1.17 -2.46 -0.74
C 0.16 -1.16 -3.80 -0.28
C 1.14 -0.14 -4.33 -0.49
C 1.27 -0.32 -5.81 -0.60
H 1.99 -1.32 -6.02 0.20
H 0.50 -0.13 -6.52 0.22
H 2.23 0.39 -6.19 0.20
H 0.55 0.71 -4.22 0.22
H 2.07 -0.33 -3.75 0.25
H -1.08 -1.17 -4.70 0.15
H 0.47 -2.25 -4.05 0.19
H -1.05 -1.68 -2.11 0.25
H -0.71 -0.22 -2.28 0.28
H -1.03 0.04 -0.05 0.21
O -0.83 -0.33 2.02 -0.55
C -2.16 -0.96 2.01 0.83
O -2.72 -1.30 1.08 -0.53
C -2.60 -0.95 3.47 -0.17
C -3.77 -1.37 3.75 -0.15
C -4.28 -1.44 5.01 -0.27
C -3.68 -1.11 5.98 -0.15
C -2.50 -0.25 5.75 -0.21
C -1.67 -0.51 4.58 -0.16
H -0.89 0.08 4.27 0.22
H -1.73 -0.04 6.47 0.21
H -3.90 -0.99 7.20 0.23
H -5.07 -2.12 5.13 0.22
H -4.27 -1.88 2.84 0.23
H 1.80 0.63 0.90 0.22
H 0.37 1.68 1.19 0.24
H 4.10 3.04 -0.47 0.19
H 3.48 1.45 -0.66 0.24
H 2.54 2.22 -2.84 0.19
H 3.39 3.60 -2.95 0.20
H 4.61 0.67 -3.00 0.21
H 4.62 1.85 -4.24 0.20
H 5.49 2.15 -2.74 0.19
```